Entry 1:
{"formula": "C18H30AlBF4N2O8S", "method": "wB97M-V/def2-TZVPD", "species": ["S", "Al", "F", "F", "F", "F", "O", "O", "O", "O", "O", "O", "O", "O", "N", "N", "C", "C", "C", "C", "C", "C", "C", "C", "C", "C", "C", "C", "C", "C", "C", "C", "C", "C", "B", "H", "H", "H", "H", "H", "H", "H", "H", "H", "H", "H", "H", "H", "H", "H", "H", "H", "H", "H", "H", "H", "H", "H", "H", "H", "H", "H", "H", "H", "H"], "xyz": [[-1.413, -0.098, -3.250], [-0.382, -0.388, -7.240], [0.435, -0.827, -5.773], [-0.273, -1.684, -8.358], [0.349, 1.013, -7.908], [-2.031, -0.067, -6.894], [-0.353, -3.463, -1.387], [-4.189, 1.504, 2.029], [-1.488, 1.195, -3.857], [-2.549, -4.444, 0.864], [-4.279, -2.769, 0.422], [3.645, -0.765, -0.598], [-1.876, -1.162, -4.077], [-2.560, -3.143, -1.170], [-0.039, 0.686, 1.231], [1.198, 0.124, 4.898], [0.741, -0.727, 4.075], [0.421, -0.543, 1.557], [-1.415, 2.238, -0.204], [0.481, 1.846, 1.988], [-2.777, 2.654, 0.433], [2.409, 1.883, 0.206], [3.933, -2.117, -0.260], [-0.881, -1.515, -0.205], [-1.251, -2.784, -0.960], [-1.353, -0.236, -0.517], [0.010, -1.652, 0.859], [3.933, 1.556, 0.129], [4.224, 0.080, 0.393], [-0.911, 0.868, 0.216], [1.404, -0.772, 2.693], [-2.334, -0.110, -1.664], [1.956, 2.225, 1.654], [-2.984, 2.258, 1.924], [-3.159, -3.471, 0.079], [0.393, -2.635, 1.132], [4.162, -2.707, -1.156], [4.209, 1.736, -0.922], [0.667, 0.082, 5.772], [-2.115, 1.776, 2.394], [1.816, -1.787, 2.573], [-4.764, -3.320, 1.054], [-1.521, 2.257, -1.297], [2.245, 2.763, -0.430], [2.020, 3.320, 1.749], [0.449, 1.562, 3.051], [-4.019, 0.606, 2.328], [-2.140, -4.004, 1.620], [-3.161, 3.186, 2.493], [4.787, -2.207, 0.428], [-2.804, 3.754, 0.389], [2.259, -0.093, 2.685], [5.323, -0.054, 0.347], [-0.652, 2.986, 0.050], [4.539, 2.177, 0.800], [-0.112, -1.375, 4.329], [3.069, -2.608, 0.229], [-0.129, 2.743, 1.904], [3.911, -0.279, 1.392], [1.901, 1.018, -0.243], [-3.643, 2.324, -0.155], [-0.104, -0.351, -2.922], [-3.045, -0.943, -1.675], [-2.871, 0.841, -1.618], [2.688, 1.837, 2.376]], "charge": 0, "homo_ev": -9.46, "lumo_energy_ev": -2.8, "spin_multiplicity": 1}


Entry 2:
{"formula": "C18H30Cl3F3GeINO2SbY", "method": "wB97M-V/def2-TZVPD", "species": ["I", "Sb", "Y", "Ge", "Cl", "Cl", "Cl", "F", "F", "F", "O", "O", "N", "C", "C", "C", "C", "C", "C", "C", "C", "C", "C", "C", "C", "C", "C", "C", "C", "C", "C", "H", "H", "H", "H", "H", "H", "H", "H", "H", "H", "H", "H", "H", "H", "H", "H", "H", "H", "H", "H", "H", "H", "H", "H", "H", "H", "H", "H", "H", "H"], "xyz": [[-4.269, 4.297, -1.906], [2.153, 0.323, 0.543], [-1.110, -0.385, 0.915], [-2.047, -1.025, -2.391], [1.858, -1.869, 4.812], [1.746, 1.009, 4.992], [-0.558, -0.590, 5.765], [-2.612, -0.831, 2.795], [-1.966, -2.542, 1.606], [-3.440, -1.166, 0.812], [-0.331, 0.712, 2.884], [0.323, -1.347, 2.441], [-2.557, 1.686, 1.027], [-0.751, -0.032, -1.296], [-3.922, -0.470, -2.255], [2.778, 1.329, -1.260], [2.220, -1.744, -0.120], [-3.583, 3.430, 2.280], [0.222, -0.359, 3.213], [5.056, -0.669, 1.225], [3.993, 0.335, 1.666], [-1.873, -2.913, -1.889], [0.814, -0.461, 4.649], [-1.555, -0.903, -4.281], [-2.956, 2.279, -0.104], [2.920, -2.012, -1.449], [-2.862, 2.255, 2.197], [-4.005, 4.047, 1.114], [-3.683, 3.456, -0.098], [4.270, 1.376, -1.590], [-3.226, -1.931, 2.059], [5.938, -0.595, 1.867], [-4.184, -0.031, -1.293], [0.194, -0.476, -1.646], [-0.711, 1.014, -1.628], [-4.156, 0.244, -3.047], [3.971, -1.726, -1.411], [-4.548, -1.354, -2.392], [-2.264, -1.450, -4.908], [-0.897, -3.284, -2.214], [-1.536, 0.139, -4.608], [2.877, -3.073, -1.707], [2.458, -1.459, -2.270], [-0.560, -1.328, -4.432], [4.857, 1.798, -0.771], [3.702, 0.159, 2.703], [4.451, 1.997, -2.471], [4.669, 0.385, -1.807], [2.208, 0.870, -2.070], [-2.511, 1.743, 3.083], [-4.571, 4.969, 1.146], [-2.695, 1.793, -1.033], [2.382, 2.340, -1.145], [5.383, -0.500, 0.201], [-3.811, 3.855, 3.248], [-2.645, -3.510, -2.377], [2.680, -2.297, 0.699], [4.694, -1.695, 1.295], [4.359, 1.362, 1.613], [-1.966, -3.080, -0.814], [1.186, -2.092, -0.167]], "charge": 0, "homo_ev": -8.31, "lumo_energy_ev": -0.2, "spin_multiplicity": 1}


Entry 3:
{"formula": "C18H30F3NO21S5", "method": "wB97M-V/def2-TZVPD", "species": ["S", "S", "S", "S", "S", "F", "F", "F", "O", "O", "O", "O", "O", "O", "O", "O", "O", "O", "O", "O", "O", "O", "O", "O", "O", "O", "O", "O", "O", "N", "C", "C", "C", "C", "C", "C", "C", "C", "C", "C", "C", "C", "C", "C", "C", "C", "C", "C", "H", "H", "H", "H", "H", "H", "H", "H", "H", "H", "H", "H", "H", "H", "H", "H", "H", "H", "H", "H", "H", "H", "H", "H", "H", "H", "H", "H", "H", "H"], "xyz": [[2.896, -5.852, -1.138], [-0.086, -5.279, 1.425], [-6.518, 3.575, -2.548], [2.535, 0.045, 3.601], [-8.410, 5.317, 3.036], [0.189, -0.594, -0.991], [0.130, 2.846, -1.790], [-1.471, 1.355, -2.057], [-0.668, -6.432, 0.839], [2.543, -4.727, -0.353], [4.966, -0.668, 0.776], [-7.806, 3.051, -2.261], [2.945, 0.984, 2.616], [2.248, -7.100, -0.985], [-7.171, 5.412, 3.721], [3.141, 0.501, 5.007], [1.168, -0.300, 3.757], [-5.456, 2.899, -1.562], [-9.646, 5.482, 3.709], [2.847, -5.444, -2.693], [-8.428, 3.937, 2.224], [-6.266, 4.971, -2.577], [0.960, -5.373, 2.377], [0.365, -4.267, 0.270], [4.488, -6.068, -1.045], [-8.390, 6.301, 1.773], [-5.992, 2.917, -3.904], [-1.271, -4.385, 2.040], [3.374, -1.293, 3.431], [5.766, 0.089, -1.223], [2.869, 1.278, -0.888], [-0.655, -3.273, 0.089], [4.473, -1.298, 4.348], [5.483, 1.227, -2.097], [-0.266, 1.612, -1.542], [5.073, -6.031, -2.348], [4.186, 1.507, -0.105], [3.947, -0.553, 5.558], [-8.637, 4.192, 0.828], [1.607, 1.116, -0.008], [-4.705, 1.892, -2.258], [-8.047, 5.563, 0.590], [4.970, 0.190, -0.061], [-4.684, 2.361, -3.696], [-1.245, -3.074, 1.469], [4.164, -5.122, -3.148], [5.106, 2.284, -1.070], [0.455, 0.726, -0.881], [3.307, -1.188, 6.173], [5.612, -0.826, -1.629], [-4.499, 1.555, -4.399], [-3.711, 1.804, -1.834], [4.741, -0.137, 6.172], [-0.606, -2.439, 2.088], [-3.948, 3.153, -3.849], [6.003, 2.709, -0.609], [1.755, 0.329, 0.728], [4.708, 0.943, -2.819], [-8.454, 6.044, -0.295], [6.092, -5.657, -2.291], [4.242, -5.287, -4.220], [-6.959, 5.520, 0.514], [1.399, 2.047, 0.517], [-0.226, -2.361, -0.316], [5.309, -0.773, 3.881], [-2.249, -2.659, 1.440], [4.101, 2.032, 0.839], [4.770, -2.317, 4.576], [-9.712, 4.185, 0.636], [-8.160, 3.423, 0.229], [4.356, -4.069, -2.927], [2.942, 0.385, -1.514], [4.647, 3.163, -1.532], [5.079, -7.045, -2.754], [-5.230, 0.940, -2.156], [-1.400, -3.669, -0.608], [6.302, 1.570, -2.734], [2.712, 2.121, -1.564]], "smiles": "O=C1NCC[C@H]1CCC(F)=C(F)F.O=S1(=O)OCCO1.O=S1(=O)OCCO1.O=S1(=O)OCCO1.O=S1(=O)OCCO1.O=S1(=O)OCCO1", "charge": 0, "homo_ev": -9.88, "lumo_energy_ev": 0.0, "spin_multiplicity": 1}


Entry 4:
{"formula": "C18H30N2", "method": "wB97M-V/def2-TZVPD", "species": ["N", "N", "C", "C", "C", "C", "C", "C", "C", "C", "C", "C", "C", "C", "C", "C", "C", "C", "C", "C", "H", "H", "H", "H", "H", "H", "H", "H", "H", "H", "H", "H", "H", "H", "H", "H", "H", "H", "H", "H", "H", "H", "H", "H", "H", "H", "H", "H", "H", "H"], "xyz": [[0.744, 0.703, -1.640], [-1.055, 0.758, 5.012], [-1.789, 0.813, -4.635], [1.096, 2.717, -2.882], [0.262, 1.350, 4.997], [0.632, -1.816, 2.842], [1.505, -0.272, -0.830], [-2.160, -1.253, 3.799], [-1.044, -0.339, 4.176], [0.226, -0.542, 3.696], [-0.030, 2.322, -3.787], [-0.366, 0.311, -2.441], [0.636, -0.074, -4.793], [-0.577, -2.804, 2.610], [-1.702, -2.704, 3.670], [1.000, 0.555, 4.145], [-0.355, 0.802, -3.897], [0.691, -0.798, 0.355], [0.998, 2.121, -1.477], [1.523, -1.429, 1.546], [0.702, 2.171, 5.569], [-2.831, -1.256, 4.681], [2.129, -2.231, 1.139], [0.068, 2.550, -1.038], [-0.185, -3.794, 2.548], [0.248, 2.503, -4.860], [-2.594, 1.319, -4.163], [-1.218, -3.018, 4.608], [1.756, -1.199, -1.326], [-1.004, -2.529, 1.621], [0.111, -1.674, -0.019], [-1.200, 0.646, -1.878], [-1.865, 1.305, 5.375], [2.048, 0.712, 3.903], [2.102, 2.516, -3.281], [-0.847, 2.988, -3.505], [2.427, 0.121, -0.425], [0.722, -1.102, -4.602], [-2.738, -0.970, 2.911], [0.099, 0.152, 0.642], [1.270, -2.360, 3.454], [1.845, 2.326, -0.832], [1.101, 3.826, -2.777], [-2.097, -0.214, -5.008], [2.289, -0.757, 1.921], [-1.514, 1.379, -5.539], [1.689, 0.303, -4.658], [-2.649, -3.369, 3.490], [-0.531, -0.757, -2.536], [0.430, -0.007, -5.881]], "smiles": "CC1(C)CCCN(CCC[C@@H]2CCCc3[nH]ccc32)C1", "charge": 0, "homo_ev": -7.42, "lumo_energy_ev": 0.9, "spin_multiplicity": 1}


Which value of charge does entry 2 give?
0


Copy entry 2 word for word.
{"formula": "C18H30Cl3F3GeINO2SbY", "method": "wB97M-V/def2-TZVPD", "species": ["I", "Sb", "Y", "Ge", "Cl", "Cl", "Cl", "F", "F", "F", "O", "O", "N", "C", "C", "C", "C", "C", "C", "C", "C", "C", "C", "C", "C", "C", "C", "C", "C", "C", "C", "H", "H", "H", "H", "H", "H", "H", "H", "H", "H", "H", "H", "H", "H", "H", "H", "H", "H", "H", "H", "H", "H", "H", "H", "H", "H", "H", "H", "H", "H"], "xyz": [[-4.269, 4.297, -1.906], [2.153, 0.323, 0.543], [-1.110, -0.385, 0.915], [-2.047, -1.025, -2.391], [1.858, -1.869, 4.812], [1.746, 1.009, 4.992], [-0.558, -0.590, 5.765], [-2.612, -0.831, 2.795], [-1.966, -2.542, 1.606], [-3.440, -1.166, 0.812], [-0.331, 0.712, 2.884], [0.323, -1.347, 2.441], [-2.557, 1.686, 1.027], [-0.751, -0.032, -1.296], [-3.922, -0.470, -2.255], [2.778, 1.329, -1.260], [2.220, -1.744, -0.120], [-3.583, 3.430, 2.280], [0.222, -0.359, 3.213], [5.056, -0.669, 1.225], [3.993, 0.335, 1.666], [-1.873, -2.913, -1.889], [0.814, -0.461, 4.649], [-1.555, -0.903, -4.281], [-2.956, 2.279, -0.104], [2.920, -2.012, -1.449], [-2.862, 2.255, 2.197], [-4.005, 4.047, 1.114], [-3.683, 3.456, -0.098], [4.270, 1.376, -1.590], [-3.226, -1.931, 2.059], [5.938, -0.595, 1.867], [-4.184, -0.031, -1.293], [0.194, -0.476, -1.646], [-0.711, 1.014, -1.628], [-4.156, 0.244, -3.047], [3.971, -1.726, -1.411], [-4.548, -1.354, -2.392], [-2.264, -1.450, -4.908], [-0.897, -3.284, -2.214], [-1.536, 0.139, -4.608], [2.877, -3.073, -1.707], [2.458, -1.459, -2.270], [-0.560, -1.328, -4.432], [4.857, 1.798, -0.771], [3.702, 0.159, 2.703], [4.451, 1.997, -2.471], [4.669, 0.385, -1.807], [2.208, 0.870, -2.070], [-2.511, 1.743, 3.083], [-4.571, 4.969, 1.146], [-2.695, 1.793, -1.033], [2.382, 2.340, -1.145], [5.383, -0.500, 0.201], [-3.811, 3.855, 3.248], [-2.645, -3.510, -2.377], [2.680, -2.297, 0.699], [4.694, -1.695, 1.295], [4.359, 1.362, 1.613], [-1.966, -3.080, -0.814], [1.186, -2.092, -0.167]], "charge": 0, "homo_ev": -8.31, "lumo_energy_ev": -0.2, "spin_multiplicity": 1}


What is the charge in the third record?
0